[1]
The following is a quantum chemistry calculation of an isolated molecule of C4H7NO at a distorted geometry, from the Open Molecules 2025 dataset.

Calculated values
ΔE to the lowest compared entry with this formula, charge and spin ... 86.2 kcal/mol
SMILES ... [H]/N=C/CC(=C)O
F_max ... 1.81 eV/A
LUMO energy ... 0.9 eV
DFT total energy ... -286.49435 a.u.
Kohn-Sham gap ... 8.8 eV

The geometry in ORCA input format:
```
! RIJCOSX wB97M-V def2-TZVPD def2/J DEFGRID3
* xyz 0 1
H 1.19898 2.33923 0.58894
N 0.36669 1.77568 0.76317
C -0.08923 1.27258 -0.31378
C -1.16608 0.17799 -0.20439
C -0.25843 -0.99336 0.15565
C 0.97222 -0.80820 -0.34201
O -0.61606 -1.86920 1.10265
H 0.24921 1.53188 -1.32857
H -1.76432 0.42877 0.67403
H -1.82487 0.06112 -1.07443
H 0.79385 -0.66576 -1.38301
H 1.96182 -0.84749 0.08824
H 0.17622 -2.40324 1.27352
*
```

---

[2]
The following is a quantum chemistry calculation of an isolated molecule of C18H16ClN3O2 at a distorted geometry, from the Open Molecules 2025 dataset.

Calculated values
ΔE to the lowest compared entry with this formula, charge and spin ... 134.4 kcal/mol
SMILES ... Cc1cc(Cc2ccc(=O)[nH]n2)n(C)c1C(=O)c1ccc(Cl)cc1
F_max ... 7.32 eV/A
LUMO energy ... -0.3 eV
DFT total energy ... -1470.32775 a.u.
Kohn-Sham gap ... 8.1 eV

The geometry in ORCA input format:
```
! RIJCOSX wB97M-V def2-TZVPD def2/J DEFGRID3
* xyz 0 1
C 1.85473 1.56471 3.23178
C 0.66329 1.29977 2.36995
C -0.47123 2.15806 2.13052
C -1.37665 1.47974 1.39094
C -2.60984 2.08175 0.73414
C -2.20061 2.42726 -0.64570
C -1.17116 1.61443 -1.45370
C -1.02789 1.91962 -2.82359
C -2.02714 2.80381 -3.34770
O -2.24144 2.76665 -4.49103
N -3.05414 3.33317 -2.63591
N -2.99804 3.28763 -1.28233
N -0.87414 0.11644 1.22395
C -1.70214 -1.07931 0.90287
C 0.41254 0.05762 1.80969
C 1.26518 -1.16379 1.87509
O 0.77817 -2.12910 2.40456
C 2.72642 -1.21790 1.44471
C 3.42195 -0.13622 0.98824
C 4.78293 -0.24615 0.65369
C 5.43319 -1.50276 0.67680
Cl 6.99684 -1.66926 -0.23272
C 4.80699 -2.70329 1.02376
C 3.42907 -2.50053 1.48055
H 2.37026 2.40336 2.88734
H 1.53662 1.51698 4.22550
H 2.62567 0.76233 3.21949
H -0.60847 3.12957 2.56303
H -3.46406 1.37644 0.81046
H -2.80581 2.97172 1.31418
H -0.38058 1.00425 -1.08650
H -0.27325 1.57001 -3.47242
H -3.83960 3.75076 -3.18154
H -2.08421 -1.45637 1.87078
H -2.51422 -1.05512 0.16782
H -0.99054 -1.82946 0.49749
H 3.12926 0.90341 0.86694
H 5.38979 0.60444 0.25427
H 5.31471 -3.65730 0.95012
H 2.94464 -3.39028 1.85156
*
```

---

[3]
The following is a quantum chemistry calculation of a cluster of 12 separate species, C53H112N10O11 in total at a distorted geometry, from the Open Molecules 2025 dataset.

Calculated values
F_max ... 6.66 eV/A
LUMO energy ... -5.2 eV
DFT total energy ... -3460.74901 a.u.
Kohn-Sham gap ... 8.8 eV

The geometry in ORCA input format:
```
! RIJCOSX wB97M-V def2-TZVPD def2/J DEFGRID3
* xyz 4 1
C 7.31185 4.50024 14.86362
C 7.94933 5.52353 15.82889
N 8.31551 4.90085 17.11365
C 9.36293 3.99689 17.21960
C 9.28943 3.47642 18.47873
N 8.13124 3.93759 19.00684
C 7.60946 4.86207 18.22551
C 7.81303 3.54630 20.37244
H 6.51024 3.95615 15.28262
H 8.13126 3.83521 14.68481
H 7.02002 5.04771 13.98834
H 7.27612 6.35541 15.96898
H 8.88124 5.90430 15.43766
H 10.09315 3.86743 16.46229
H 9.71713 2.66103 18.91362
H 6.79895 5.52669 18.49847
H 7.09581 2.67644 20.38908
H 7.39535 4.38822 20.83825
H 8.74591 3.36206 20.92474
C 10.47579 22.39415 13.38709
C 10.24335 20.94500 13.12333
N 9.20990 20.80759 12.07089
C 9.32639 19.93282 10.95041
C 8.12816 19.94913 10.32704
N 7.34344 20.86535 10.99017
C 7.98865 21.39874 11.99066
C 6.06499 21.35030 10.47502
H 10.75836 22.84878 12.43275
H 11.26537 22.61686 14.11481
H 9.57834 22.85180 13.65150
H 9.93240 20.45147 14.05104
H 11.13308 20.39277 12.75850
H 10.21190 19.33106 10.68881
H 7.68817 19.48209 9.49715
H 7.55561 22.21279 12.60225
H 5.25348 20.69643 10.78661
H 5.98421 21.40480 9.39309
H 5.99189 22.33904 10.91585
C 13.47406 17.14227 12.50182
C 14.37265 18.11575 13.20052
C 15.86488 17.61593 13.25783
N 16.91499 18.32597 12.45600
C 16.93374 19.78704 12.69947
C 16.71358 18.14176 10.95028
C 17.58677 16.95490 10.54655
C 18.29174 16.47909 11.78126
C 18.24014 17.70645 12.67916
H 12.48809 17.49820 12.19229
H 13.23589 16.26337 13.08354
H 13.82312 16.71307 11.58682
H 13.95993 18.32245 14.21255
H 14.31990 19.11811 12.74048
H 15.85081 16.57098 12.90812
H 16.19959 17.64941 14.32445
H 17.43216 20.17897 11.84483
H 17.42678 20.03489 13.62010
H 15.90874 20.20897 12.66585
H 16.93750 19.06153 10.42699
H 15.63285 18.02853 10.82361
H 18.22155 17.15615 9.73567
H 16.79529 16.23451 10.21005
H 19.37207 16.25569 11.59223
H 17.81174 15.63693 12.30680
H 18.97145 18.38995 12.38266
H 18.28775 17.52128 13.82287
C 15.42279 17.90398 22.96576
C 14.97519 17.78594 24.44003
C 15.68157 18.85966 25.21649
N 15.15208 19.17372 26.60577
C 16.22702 19.94868 27.32375
C 13.86939 19.99186 26.60726
C 13.45393 19.88045 28.12243
C 13.74823 18.42425 28.51000
C 14.79807 17.97547 27.45213
H 14.96726 17.17097 22.32759
H 16.48243 17.81293 22.85562
H 15.34426 18.86213 22.49667
H 15.19146 16.79894 24.81582
H 13.89521 17.86436 24.47790
H 15.61852 19.84606 24.69947
H 16.81277 18.67673 25.36578
H 16.04973 19.95515 28.37294
H 16.19146 21.03744 27.00051
H 17.25289 19.52942 27.18385
H 14.14171 20.93709 26.25941
H 13.12030 19.50960 25.99584
H 13.98611 20.58494 28.73988
H 12.44166 20.10511 28.29774
H 14.12682 18.28546 29.53565
H 12.82729 17.95209 28.40912
H 15.68202 17.63401 27.91736
H 14.46530 17.15400 26.80411
C 15.73113 26.39411 16.63046
C 14.21306 26.27520 16.21827
C 14.03702 26.63322 14.78083
N 12.53271 26.81563 14.25326
C 12.64073 27.12460 12.81042
C 11.86078 27.92409 15.05217
C 10.72800 27.21108 15.86307
C 10.31654 26.19628 14.87423
C 11.65108 25.56707 14.49257
H 16.23995 25.65214 16.00732
H 15.89605 26.17877 17.67268
H 16.16167 27.43317 16.52092
H 13.69846 27.04154 16.88643
H 13.81423 25.23853 16.35230
H 14.49522 25.85876 14.12168
H 14.47636 27.63821 14.63548
H 11.69213 27.20530 12.41975
H 13.21413 26.35913 12.28684
H 13.18004 28.04622 12.66015
H 11.50767 28.66630 14.31162
H 12.74264 28.45484 15.63744
H 9.97284 27.93406 16.05866
H 11.12912 26.77824 16.79327
H 9.74376 26.58050 14.01198
H 9.67923 25.45944 15.32069
H 11.80043 25.00305 13.56597
H 12.16828 24.97772 15.26423
C 5.87368 25.77097 13.61511
C 6.62942 24.89700 14.65635
O 7.60272 24.10188 14.38770
N 6.20493 24.93455 15.85142
H 6.75926 24.35240 16.46032
H 5.58068 17.47662 13.33145
C 5.42916 25.94238 16.57181
H 6.16188 26.79799 13.60773
H 4.87198 25.76552 13.93351
H 6.01421 25.29597 12.65054
H 5.01260 25.49893 17.47580
H 4.50500 26.20054 16.07968
H 5.95783 26.88748 16.95326
C 15.49031 20.66393 16.36953
C 14.16920 20.24516 16.78427
O 13.96168 19.65401 17.88137
N 13.13482 20.53132 15.97032
H 13.37285 20.96392 15.05715
H 13.79599 18.19022 18.20031
C 11.79578 19.94588 16.14234
H 15.50918 21.28066 15.41004
H 16.25959 19.89959 16.35795
H 15.74396 21.32008 17.17550
H 11.09983 20.56152 15.61003
H 11.55626 19.97056 17.16011
H 11.76794 18.90015 15.84175
C 19.98070 17.56484 16.55491
C 19.51751 18.98341 16.28905
O 18.82971 19.20915 15.28297
N 19.96487 19.91987 17.15019
H 14.17140 24.64302 24.77848
H 19.43816 20.76244 16.86865
C 20.78408 19.73624 18.36273
H 19.93494 17.04414 15.56576
H 19.18395 17.16977 17.12514
H 20.96854 17.44756 17.01324
H 21.86016 19.74822 18.15461
H 20.37875 18.81247 18.80951
H 20.67483 20.56245 19.05072
C 12.47847 15.45216 17.05407
C 13.26047 16.70041 17.06391
O 13.78589 17.19706 16.08039
O 13.44985 17.22162 18.27651
H 12.96318 14.81072 16.31575
H 11.46248 15.60065 16.54663
H 12.46336 15.05361 18.03326
C 17.36597 23.89990 24.68348
C 15.84863 23.63854 24.81269
O 15.32970 22.56841 24.96996
O 15.16634 24.81685 24.76728
H 17.96461 23.06114 25.03000
H 17.45873 24.88273 25.22442
H 17.42391 24.10092 23.61428
C 8.71704 17.04436 12.63095
C 7.43505 17.76486 13.16838
O 7.42585 18.94084 13.45411
O 6.35355 17.03132 13.05294
H 8.58887 17.10187 11.53158
H 8.86344 15.95426 12.78470
H 9.49883 17.63255 13.03194
C 15.42882 23.14544 12.38062
C 14.41023 22.77536 13.45596
O 14.00958 23.84714 14.13912
O 14.16066 21.63263 13.73939
H 15.52050 24.24090 12.31495
H 15.08158 22.68970 11.45201
H 16.41676 22.85797 12.66414
*
```

---

[4]
The following is a quantum chemistry calculation of a structure of composition C38H51BrNOsP3 at a distorted geometry, from the Open Molecules 2025 dataset.

Calculated values
ΔE to the lowest compared entry with this formula, charge and spin ... 0.0 kcal/mol
F_max ... 4.01 eV/A
LUMO energy (spin up / spin down) ... -11.6 / -15.0 eV
DFT total energy ... -5220.49686 a.u.
<S²> ... 6.0453
Kohn-Sham gap (spin up / spin down) ... 7.0 / 4.0 eV

The geometry in ORCA input format:
```
! RIJCOSX wB97M-V def2-TZVPD def2/J DEFGRID3
* xyz 4 5
C 2.05583 -0.65599 -3.26260
C 2.33979 -0.19545 -1.96289
C 3.46177 0.63707 -1.78811
C 4.11636 1.12905 -2.92870
N 3.75452 0.77331 -4.15619
C 2.78437 -0.11641 -4.33681
C 1.45153 -0.50868 -0.82278
C 1.19077 -1.34945 0.16857
C 1.60777 -2.53848 0.90206
C 0.87725 -2.82470 2.06368
C 1.17032 -3.92200 2.85523
C 2.21788 -4.75439 2.48590
C 2.99505 -4.48920 1.35007
C 2.68432 -3.38102 0.55875
Os -0.13793 0.09433 0.14972
P -0.45788 1.84173 -1.30875
H 3.85038 0.86394 -0.79180
H 1.33024 -1.45371 -3.43541
H 4.95837 1.82237 -2.82451
H 2.56974 -0.42798 -5.36403
H 3.28276 -3.17149 -0.32673
H 0.02627 -2.19558 2.32632
H 3.80969 -5.16217 1.11246
H 0.56710 -4.12409 3.73519
C -1.93550 2.79924 -0.83975
C -1.98038 4.25040 -1.30674
H -1.99867 2.75071 0.25686
H -2.80036 2.24686 -1.23572
H -2.90067 4.69784 -0.91352
H -1.13794 4.84627 -0.94329
H -2.01274 4.34091 -2.39840
C 0.96994 2.99389 -1.38191
C 1.16242 3.78766 -2.67255
H 1.86885 2.38637 -1.19785
H 0.88151 3.68442 -0.53170
H 2.05382 4.41917 -2.55653
H 1.33361 3.14829 -3.54675
H 0.31451 4.45031 -2.88777
C -0.76329 1.30271 -3.04060
C -1.52695 2.24388 -3.96914
H -1.29468 0.34417 -2.96734
H 0.21686 1.07043 -3.47754
H -1.60746 1.75925 -4.95178
H -2.54437 2.45687 -3.62456
H -1.00715 3.19661 -4.12248
Br 2.51978 -6.29497 3.58511
P 0.60469 0.97625 2.13459
C 0.58840 2.79984 2.14611
C 0.50320 3.46708 3.51187
H -0.26544 3.10309 1.52124
H 1.49706 3.12993 1.62402
H 0.49934 4.55269 3.36213
H -0.40510 3.20332 4.05973
H 1.36509 3.22463 4.14233
C -0.45845 0.42739 3.52016
C 0.13926 0.41343 4.92031
H -0.80262 -0.58208 3.26089
H -1.34650 1.07491 3.50207
H -0.63415 0.06055 5.61400
H 0.99775 -0.25927 5.01665
H 0.44939 1.40963 5.25290
C 2.29775 0.41588 2.58429
C 3.10151 1.30221 3.52840
H 2.84466 0.30467 1.63757
H 2.19937 -0.59876 2.99524
H 4.09513 0.85266 3.64887
H 3.24143 2.31110 3.13150
H 2.65375 1.37980 4.52538
C -3.92409 -0.05828 0.82758
P -2.29269 -0.63332 0.39499
C -2.34494 -2.18398 1.40462
C -2.69615 -2.07981 2.77030
C -2.73701 -3.22248 3.56856
C -2.43742 -4.47566 3.02997
C -2.10136 -4.58016 1.67989
C -2.07575 -3.44552 0.86371
C -2.61082 -1.21663 -1.32458
C -1.57535 -1.92203 -1.95593
C -1.68799 -2.30042 -3.29533
C -2.82387 -1.93210 -4.02642
C -3.81064 -1.15184 -3.41916
C -3.71042 -0.77514 -2.08044
H -3.99190 0.21239 1.88453
H -4.62177 -0.89620 0.63107
H -4.25011 0.81671 0.26675
H -2.94652 -1.10515 3.20488
H -3.00179 -3.13053 4.62820
H -2.47323 -5.36602 3.65660
H -1.85800 -5.55798 1.25231
H -1.84842 -3.55299 -0.19342
H -0.63377 -2.09783 -1.41494
H -0.87984 -2.88556 -3.74453
H -2.91529 -2.24711 -5.06188
H -4.66767 -0.82376 -4.00541
H -4.46842 -0.12355 -1.64281
*
```